(1)
Entry from the Open Molecules 2025 dataset: C10H3F24NO24S8Zn3 as an isolated structure in a non-equilibrium geometry (ωB97M-V with the def2-TZVPD basis set).

Element x y z (Å)
F: 4.887 -2.234 4.130
F: -4.866 2.214 3.004
O: -3.592 5.120 0.652
H: 5.094 4.017 -0.911
C: -0.208 0.616 2.676
O: 1.556 2.539 -3.040
C: 3.847 -1.944 3.303
O: -2.967 0.306 -1.825
Zn: 2.426 -0.633 -0.846
S: -2.567 -1.105 -2.101
Zn: -2.172 2.000 -1.191
O: -0.479 -3.152 -0.879
O: 3.336 -3.829 1.292
S: 4.081 -2.570 1.474
C: -0.096 -4.607 4.481
C: 4.015 3.904 -1.018
C: 3.554 2.559 -0.689
C: 0.622 0.822 -4.925
F: -0.558 -4.236 -3.532
O: -1.022 -4.089 1.817
F: -0.200 1.631 -5.648
S: -0.240 -5.046 2.564
F: 0.148 -0.440 -5.146
O: -3.434 2.691 0.249
S: 0.685 1.333 -2.981
F: -4.790 4.404 3.414
O: -1.229 0.977 0.176
F: 1.889 0.800 -5.349
O: 1.349 0.181 -2.245
O: -0.953 -6.359 2.472
F: -2.963 3.259 3.184
C: 0.223 5.022 1.257
F: 2.665 -2.316 3.780
F: -1.085 -5.227 5.187
S: -0.492 -0.088 0.871
F: 1.186 -4.919 4.897
O: 5.555 -2.720 1.330
F: -0.089 -3.277 4.727
F: -3.023 -1.565 -4.821
F: 1.414 -3.613 -3.888
O: -1.114 -1.392 1.036
O: 1.177 -5.319 2.157
F: -0.710 5.159 2.126
H: 3.596 4.603 -0.294
O: -1.160 3.648 -0.594
C: -4.234 3.385 2.782
O: 0.507 5.190 -1.414
O: -0.659 1.628 -2.461
N: 3.114 1.489 -0.489
S: 0.863 -3.519 -1.361
O: -1.181 -1.091 -2.477
F: 0.831 3.856 1.566
S: -0.555 4.984 -0.485
O: -1.584 6.055 -0.521
F: 3.725 -0.636 3.221
C: -3.615 -1.551 -3.678
F: 0.955 0.154 3.130
O: -2.908 -1.998 -0.953
F: -0.457 1.935 2.775
O: 1.735 -2.340 -1.496
F: -4.661 -0.677 -3.799
F: -1.208 0.176 3.430
O: -5.623 3.776 0.453
H: 3.589 4.407 -1.885
F: 1.007 -5.659 -3.031
S: -4.241 3.762 0.841
O: 3.506 -1.528 0.558
F: 0.976 6.089 1.283
F: -4.052 -2.826 -3.466
O: 0.858 -0.206 0.258
C: 0.690 -4.313 -3.073
Zn: -2.044 -3.154 0.372
O: 1.371 -4.516 -0.417

The gap between HOMO and LUMO comes out at 6.889 eV. The value obtained for the LUMO energy is 2.20 eV. As for the HOMO energy: -0.17244 hartree. Its multiplicity is 1. The value obtained for the molecular weight is 1429.77 Da. The charge is -2.

=====

(2)
Entry from the Open Molecules 2025 dataset: an isolated ion of composition C4H9NP and charge +1 in a non-equilibrium geometry (ωB97M-V with the def2-TZVPD basis set).

Element x y z (Å)
H: -2.304 1.793 -1.800
N: 1.627 -1.215 2.168
H: -0.790 -0.914 -1.359
P: 0.097 0.789 0.958
H: 1.075 -2.044 2.301
H: 2.571 -1.587 2.164
C: -0.476 1.247 -0.900
H: 0.003 2.048 -1.259
H: -2.563 0.696 -0.275
H: 1.716 -0.420 2.810
C: -1.935 0.995 -1.212
C: -0.928 0.054 -1.714
C: 1.096 -0.579 0.898
H: 1.439 -0.902 -0.026
H: -0.629 0.038 -2.754

The gap between HOMO and LUMO comes out at 9.097 eV. The value obtained for the LUMO energy is -4.44 eV. As for the HOMO energy: -0.49743 hartree. Its multiplicity is 1. Its SMILES is [NH3+]/C=P/C1CC1. The value obtained for the molecular weight is 102.10 Da. The charge is +1.

=====

(3)
Entry from the Open Molecules 2025 dataset: C33H29FIrN7O3S as an isolated structure in a non-equilibrium geometry (ωB97M-V with the def2-TZVPD basis set).

Element x y z (Å)
C: -4.937 1.928 2.170
H: 3.686 -6.086 -0.723
C: 2.779 -0.863 -2.625
H: -1.547 -0.990 4.027
C: 3.818 -4.255 -2.516
C: -3.963 0.850 0.226
H: -5.777 0.863 -1.917
H: -3.128 -0.776 -2.534
C: 3.508 2.037 2.198
C: 5.820 2.659 1.951
H: 6.680 3.243 2.241
N: 3.137 -2.168 -2.226
Ir: 1.712 0.012 0.328
C: 5.897 1.725 0.919
H: 4.800 0.287 -0.221
C: 2.333 1.690 -3.489
C: 2.511 1.371 -2.157
C: -2.995 -0.222 -1.616
C: -5.095 1.160 1.029
C: -3.676 2.367 2.550
H: -6.930 0.266 1.588
S: 2.498 -2.353 0.514
C: 2.523 -0.635 -3.980
C: -0.771 -0.285 3.780
C: 0.178 -0.593 2.827
H: 2.191 -5.387 -0.080
C: -2.550 2.030 1.824
C: -5.484 -1.150 -2.591
C: -1.726 0.043 -1.180
N: 2.342 2.237 2.895
N: 3.354 -4.123 -1.250
H: 4.205 -5.180 -2.894
H: -5.985 -1.406 0.122
H: 0.150 -1.540 2.305
C: -6.441 0.626 0.681
H: 6.817 1.557 0.387
N: 1.174 0.233 2.491
C: 4.766 1.009 0.581
H: 3.982 -2.771 -4.118
H: -1.412 1.229 5.176
N: 2.738 0.125 -1.725
H: -6.520 -1.285 -2.892
C: -2.679 1.257 0.670
N: 3.585 1.157 1.192
H: 2.140 0.857 -5.466
H: 4.501 3.516 3.404
C: -5.439 -0.095 -1.497
F: -3.530 3.061 3.669
N: -4.092 0.153 -0.950
C: -6.360 -0.493 -0.346
C: 2.963 -2.844 -1.047
H: 0.441 2.767 4.575
H: 2.501 2.143 -1.397
O: 0.293 -1.116 -1.073
C: -1.464 0.848 -0.033
H: -7.063 1.448 0.313
H: 2.459 -1.445 -4.689
H: -1.576 2.347 2.154
C: 2.314 0.660 -4.418
O: -0.333 1.195 0.367
C: 1.276 1.409 3.121
H: -5.790 2.167 2.786
C: -0.483 -0.554 -1.884
C: 3.688 -3.050 -3.128
C: 0.333 1.809 4.087
C: -0.690 0.951 4.422
C: 4.612 2.817 2.589
H: -5.122 -2.111 -2.230
O: -0.399 -0.412 -3.082
H: 3.749 -4.942 0.635
H: -4.946 -0.861 -3.490
H: -7.351 -0.707 -0.745
H: 2.198 2.716 -3.783
C: 3.242 -5.190 -0.297
H: 2.360 3.061 3.487

The gap between HOMO and LUMO (spin up / spin down) comes out at 6.640 / 4.463 eV. The value obtained for the LUMO energy (spin up / spin down) is -9.26 / -11.43 eV. As for the HOMO energy (spin up / spin down): -0.58427 / -0.58409 hartree. Its multiplicity is 2. The value obtained for the molecular weight is 814.92 Da. The charge is +3.

=====

(4)
Entry from the Open Molecules 2025 dataset: C2HO3Y as an isolated structure in a non-equilibrium geometry (ωB97M-V with the def2-TZVPD basis set).

Element x y z (Å)
Y: 3.500 0.151 0.273
O: 1.128 -0.402 -0.364
C: -0.783 -0.220 0.013
C: 0.095 -1.301 -0.128
O: 0.338 0.775 -0.029
O: -2.007 0.036 0.201
H: -2.271 0.960 0.033

The gap between HOMO and LUMO (spin up / spin down) comes out at 4.552 / 7.790 eV. The value obtained for the LUMO energy (spin up / spin down) is -17.26 / -16.51 eV. As for the HOMO energy (spin up / spin down): -0.80161 / -0.89311 hartree. Its multiplicity is 2. The value obtained for the molecular weight is 161.93 Da. The charge is +3.

=====

(5)
Entry from the Open Molecules 2025 dataset: one molecule with the formula C5H4ClFO in a non-equilibrium geometry (ωB97M-V with the def2-TZVPD basis set).

Element x y z (Å)
F: 2.321 0.152 1.447
H: 0.524 0.434 2.392
O: 0.397 -1.095 -0.639
C: -1.116 0.349 -1.376
Cl: -0.936 2.375 0.578
C: 0.302 -0.068 0.304
H: -0.467 -1.489 -2.517
C: -0.562 0.851 -0.162
C: -0.485 -0.818 -1.663
H: -1.906 0.786 -1.955
C: 1.000 -0.219 1.668
H: 0.928 -1.258 1.921

The gap between HOMO and LUMO comes out at 10.099 eV. The value obtained for the LUMO energy is 0.89 eV. As for the HOMO energy: -0.33846 hartree. Its multiplicity is 1. Its SMILES is FCc1occc1Cl. The value obtained for the molecular weight is 134.54 Da. The charge is 0.

=====

(6)
Entry from the Open Molecules 2025 dataset: C23H41ClP2Zr as an isolated structure in a non-equilibrium geometry (ωB97M-V with the def2-TZVPD basis set).

Element x y z (Å)
H: 3.378 0.562 -0.860
C: 2.018 -3.001 -2.512
C: -0.769 -0.172 0.859
H: 0.655 -1.979 -3.879
H: 5.132 -0.297 -2.001
C: 1.771 -5.007 -0.233
H: 4.224 2.570 -1.406
H: -0.794 -4.302 -2.989
C: 4.198 2.711 -2.496
C: -1.418 -0.178 -2.799
H: 5.464 -2.359 -2.073
C: -0.496 2.583 -1.554
H: 4.292 -0.975 -5.742
H: -2.998 -1.765 -0.267
C: -1.156 -0.578 2.231
H: 4.732 -2.455 -3.624
H: 1.472 1.338 -4.927
H: 3.808 -4.174 -2.242
H: -0.745 2.497 -2.615
H: -1.720 -2.778 0.447
H: 3.222 -2.849 -4.761
H: -1.279 -1.662 2.302
H: 5.211 2.714 -2.913
H: 3.681 3.659 -2.726
H: -0.992 0.490 -3.562
H: -1.112 2.660 1.808
H: 0.301 -5.686 -2.654
Cl: 2.309 -1.531 0.765
Zr: 1.409 -1.127 -1.405
H: 1.192 -5.927 -0.097
C: 1.804 1.976 -4.087
H: 0.428 3.175 -1.450
H: 3.549 -3.062 -0.894
C: 3.482 -3.144 -1.994
C: 1.691 -1.850 -3.532
H: 1.950 -2.064 -5.661
C: -1.039 -0.902 -0.333
C: 4.220 -0.661 -2.500
H: 2.053 2.967 -4.506
H: -1.861 -2.643 -1.316
H: 2.009 -4.575 0.747
C: 3.090 0.156 -1.845
H: 5.088 0.496 -4.211
H: 2.859 0.029 -5.587
C: -0.305 -4.892 -2.203
H: 0.430 3.050 1.034
H: -2.104 -0.112 2.547
H: 2.699 -5.217 -0.775
H: -1.354 -1.207 -3.183
H: -1.084 -5.328 -1.558
H: 0.951 2.110 -3.414
H: -2.491 0.065 -2.721
C: -0.746 -0.021 -1.474
H: 0.376 1.890 2.374
C: -0.383 1.268 -0.889
H: 1.776 -0.733 -3.280
P: 3.228 1.421 -3.203
H: 1.786 -3.931 -3.064
C: 4.151 0.014 -3.885
H: -0.388 -0.277 2.953
C: 4.499 -2.197 -2.586
P: 0.703 -3.837 -1.118
C: -0.341 1.126 0.513
C: -1.944 -2.082 -0.376
C: 2.612 -1.942 -4.793
C: 3.473 -0.704 -5.051
H: -1.301 3.179 -1.091
C: -0.151 2.240 1.479

The gap between HOMO and LUMO (spin up / spin down) comes out at 6.718 / 6.719 eV. The value obtained for the LUMO energy (spin up / spin down) is -6.35 / -6.35 eV. As for the HOMO energy (spin up / spin down): -0.48013 / -0.48014 hartree. Its multiplicity is 1. The value obtained for the molecular weight is 506.21 Da. The charge is +2.

=====

(7)
Entry from the Open Molecules 2025 dataset: a 2-piece molecular cluster, C5H10N2O2 overall (ωB97M-V with the def2-TZVPD basis set).

Element x y z (Å)
O: 2.246 2.164 0.521
H: 1.997 1.446 -2.514
H: -3.060 -0.154 -0.800
H: 0.626 -1.296 -1.376
C: -1.323 -1.028 1.890
O: 0.140 1.585 0.915
N: 0.557 -0.575 -0.659
C: 1.287 1.476 0.281
H: -0.409 -1.552 1.598
N: -1.780 -0.309 0.737
H: 3.283 0.958 -1.426
C: 1.342 0.402 -0.797
H: -0.521 0.877 0.657
H: -2.054 -1.754 2.271
H: 2.501 -0.257 -2.480
H: -3.354 -1.598 0.323
C: -2.763 -0.713 0.076
C: 2.346 0.635 -1.875
H: -1.060 -0.308 2.658

The gap between HOMO and LUMO comes out at 10.537 eV. The value obtained for the LUMO energy is 0.81 eV. As for the HOMO energy: -0.35741 hartree. Its multiplicity is 1. Its SMILES is [H]/N=C(\C)C(=O)O.C=NC. The value obtained for the molecular weight is 130.15 Da. The charge is 0.

=====

(8)
Entry from the Open Molecules 2025 dataset: C44H101F6N3O7Zr as an isolated structure in a non-equilibrium geometry (ωB97M-V with the def2-TZVPD basis set).

Element x y z (Å)
H: -0.732 -7.518 2.741
N: 7.638 -1.641 2.022
H: -1.749 1.442 2.437
H: 2.080 6.347 -0.008
O: 0.075 -6.103 1.406
H: 6.235 -3.690 0.852
H: -2.276 -2.244 2.475
H: 1.139 2.665 1.940
H: -3.196 -1.656 5.538
H: -2.151 -0.274 5.630
H: -4.153 -1.381 -2.768
H: 0.066 -1.993 2.307
H: -3.868 3.122 5.150
H: 1.618 2.260 -2.307
H: -0.389 -5.821 4.663
H: -0.402 -0.611 1.412
H: 3.759 3.875 0.517
C: 3.723 -3.154 2.982
H: 4.444 1.279 -1.327
H: 6.405 -3.976 2.495
H: 6.703 -0.388 -2.548
H: 2.170 -1.722 0.877
C: -1.456 1.180 3.454
C: 3.079 5.913 0.023
H: -2.953 -1.071 -1.583
H: -2.523 1.592 -2.849
H: -0.693 -1.835 -3.039
C: -3.072 -1.366 -2.625
C: -9.479 0.252 5.137
C: 1.606 -0.491 -0.771
F: -0.254 -8.613 -0.001
C: 0.279 5.493 -6.474
H: 3.232 5.205 -1.972
C: 4.204 -0.330 -5.079
C: -3.067 -0.698 6.041
H: 1.199 -6.171 3.868
H: 3.356 -0.769 -4.554
H: -7.420 -1.101 4.211
H: 5.763 -1.566 2.965
C: 1.935 3.139 2.516
C: 6.171 -1.899 2.011
C: -5.473 -1.608 0.467
H: -5.535 1.265 4.622
F: 0.507 -0.348 -1.515
H: -2.005 -3.219 1.117
H: -7.404 -2.408 1.357
H: -4.573 -1.112 0.830
H: 6.079 1.838 -1.058
H: -8.906 -0.236 5.925
C: -4.223 0.325 6.114
H: -0.397 3.495 -6.600
H: 0.310 -4.715 3.556
H: 1.645 3.157 3.566
H: -2.467 -1.508 0.889
H: -0.103 5.807 -5.503
H: -1.593 -5.965 2.718
Zr: 2.453 -5.085 -1.541
H: -0.395 1.423 3.508
F: -1.820 -7.744 -1.307
C: -3.098 0.956 -3.523
H: 3.661 6.535 0.704
H: 1.671 1.214 -3.656
F: 2.686 -0.203 -1.627
H: -2.589 -2.956 -3.967
C: -4.475 1.063 4.777
H: -10.106 -0.567 4.782
H: -3.974 0.924 6.989
C: 3.870 7.233 -1.996
H: -10.020 1.036 5.667
H: 4.906 -0.589 -2.608
H: -4.055 -4.110 -2.303
H: -3.859 2.618 3.444
H: 5.718 -1.880 -5.845
C: 3.776 5.886 -1.317
H: -2.487 -4.786 -2.206
C: -3.612 2.316 4.462
H: -9.283 0.990 3.149
O: 0.405 -5.766 -0.829
H: -1.348 -5.483 0.164
H: 2.937 7.790 -2.086
H: 4.453 7.897 -1.358
H: -4.367 0.258 4.050
H: 7.939 -1.597 1.059
H: -4.124 0.846 -3.174
C: -0.553 6.090 -7.554
C: -3.021 -3.844 -2.083
C: 1.578 3.479 -5.571
H: -1.673 3.131 4.091
H: -1.709 2.168 5.519
C: -6.549 -1.785 1.623
H: -0.419 7.168 -7.638
H: 4.347 7.154 -2.973
H: -6.264 0.188 2.338
H: 2.414 4.174 -5.503
C: 1.622 -1.876 -0.053
C: 2.382 4.535 2.032
H: 0.891 3.766 -7.645
H: -1.028 -2.478 -1.617
C: 0.564 4.009 -6.634
O: 4.375 -3.568 1.768
C: -0.625 -6.446 2.577
N: -1.064 -2.670 -2.608
H: -3.061 1.260 -4.569
H: 4.519 -0.975 0.918
H: 4.298 -3.298 3.897
H: 1.274 5.935 -6.534
C: -7.985 -0.686 3.376
H: -5.242 -2.532 -0.064
H: 2.026 4.118 -0.072
H: 0.962 4.207 -3.633
C: -1.856 -2.199 1.470
H: -2.776 -1.007 7.045
H: 1.518 5.188 2.146
F: -2.074 -7.887 0.821
C: -8.623 0.585 3.916
C: 5.609 -0.991 0.892
H: 2.740 -3.620 3.057
H: 8.164 -2.450 2.321
H: -5.132 -0.235 6.334
H: 6.247 0.182 -5.130
H: -7.942 1.406 4.144
H: 4.035 0.741 -5.193
C: -1.177 -7.656 -0.051
O: 2.195 -3.033 -0.709
C: 5.820 -3.366 1.806
C: -0.549 -6.224 0.124
H: 4.915 2.871 -1.976
H: -1.608 5.867 -7.394
O: 5.655 1.264 -3.052
H: 3.138 4.820 2.764
H: 4.768 5.443 -1.228
H: 4.108 -0.737 -6.086
F: 1.661 0.542 0.025
H: -6.152 -2.333 2.477
C: 1.914 2.233 -3.356
H: -7.595 0.002 1.271
C: -2.426 -2.707 -2.919
O: 0.325 -2.252 0.300
C: 5.646 -0.507 -4.537
H: 2.082 2.533 -5.767
C: -0.412 -1.700 1.373
N: 6.066 -1.883 -4.897
H: -0.213 5.573 -8.452
H: -3.022 -3.625 -1.016
C: 1.016 3.231 -4.116
O: -2.592 -0.370 -3.586
H: 5.902 -1.240 -0.127
H: -1.642 0.111 3.557
H: -8.762 -1.420 3.161
H: 0.045 2.745 -4.212
H: 7.056 -1.895 -5.095
H: 5.796 0.078 0.992
C: 5.255 1.856 -1.772
H: 2.774 2.443 2.514
C: 2.837 4.454 0.574
C: 0.189 -5.783 3.739
H: 2.984 2.438 -3.395
H: -5.832 -0.919 -0.297
C: -2.061 2.193 4.488
H: 3.494 -2.091 2.913
C: -7.113 -0.463 2.132
C: 5.777 -0.104 -3.048

The gap between HOMO and LUMO comes out at 2.277 eV. The value obtained for the LUMO energy is -11.25 eV. As for the HOMO energy: -0.49712 hartree. Its multiplicity is 1. The value obtained for the molecular weight is 989.52 Da. The charge is +2.